Record 1
DFT (the ωB97M-V functional and the def2-TZVPD basis) results for an isolated molecule of C17H15ClN4O3.

Geometry as XYZ:
```
40
Properties=species:S:1:pos:R:3:nbo_charge:R:1
C 3.44 0.74 -1.32 -0.6447
C 2.93 -0.08 -0.18 -0.0268
C 3.66 -1.15 0.33 -0.0244
Cl 5.16 -1.61 -0.41 0.0022
C 3.22 -1.89 1.42 -0.2157
C 2.03 -1.55 2.04 -0.2002
C 1.27 -0.51 1.55 -0.1936
C 1.72 0.21 0.45 0.1367
N 0.91 1.27 -0.04 -0.5116
C 0.46 1.36 -1.34 0.7263
O 0.56 0.51 -2.18 -0.5702
C -0.18 2.73 -1.50 -0.5112
C -0.57 3.09 -0.07 -0.1531
N -1.95 2.65 0.20 -0.4303
N -2.19 1.33 -0.20 -0.4767
C -2.11 0.30 0.69 0.6549
O -1.76 0.48 1.84 -0.6252
C -2.46 -1.04 0.14 -0.2080
C -3.02 -1.98 1.00 -0.1145
C -3.34 -3.23 0.50 -0.2593
C -3.09 -3.49 -0.84 0.0558
N -2.52 -2.61 -1.65 -0.4100
C -2.20 -1.42 -1.18 0.0582
C 0.44 2.30 0.77 0.6934
O 0.75 2.50 1.91 -0.5345
H 3.16 1.79 -1.20 0.2112
H 4.52 0.67 -1.39 0.2368
H 3.01 0.38 -2.26 0.2479
H 3.82 -2.71 1.78 0.2275
H 1.69 -2.11 2.89 0.2206
H 0.34 -0.24 2.03 0.2535
H 0.58 3.42 -1.88 0.2501
H -1.02 2.73 -2.19 0.2398
H -0.53 4.16 0.17 0.2352
H -2.12 2.71 1.21 0.3893
H -2.62 1.21 -1.10 0.4049
H -3.19 -1.72 2.03 0.2355
H -3.78 -3.99 1.14 0.2246
H -3.34 -4.44 -1.28 0.1968
H -1.70 -0.77 -1.88 0.2087
```

As for the relative energy (zero: lowest compared OMol25 entry of this formula, charge and spin): 0.00 kcal/mol. Its structure (SMILES) is Cc1c(Cl)cccc1N1C(=O)C[C@@H](NNC(=O)c2cccnc2)C1=O.



Record 2
DFT (the ωB97M-V functional and the def2-TZVPD basis) results for a 2-piece molecular cluster, C17H15ClNO4 overall.

Geometry as XYZ:
```
38
Properties=species:S:1:pos:R:3:nbo_charge:R:1
C -4.96 0.48 0.55 -0.6314
C -3.68 1.16 0.12 -0.0674
O -2.60 0.52 0.86 -0.5431
C -1.38 1.05 0.65 0.7186
C -0.37 0.33 1.44 -0.2800
N 0.87 0.60 1.27 -0.3524
C 1.91 -0.11 1.60 -0.1526
C 3.26 0.37 1.37 -0.0243
C 4.39 -0.48 1.44 -0.2348
C 5.67 0.03 1.23 -0.2332
C 5.82 1.40 0.95 -0.1062
Cl 7.40 2.03 0.68 -0.0408
C 4.71 2.26 0.89 -0.2265
C 3.43 1.73 1.07 -0.2122
O -1.14 1.97 -0.13 -0.6697
H -5.79 0.92 0.00 0.1963
H -4.93 -0.59 0.33 0.2372
H -5.13 0.65 1.62 0.1989
H -3.51 1.02 -0.96 0.1758
H -3.70 2.23 0.35 0.1830
H -0.76 -0.41 2.15 0.1353
H 1.78 -1.11 2.04 0.1207
H 4.24 -1.54 1.65 0.2022
H 6.54 -0.61 1.28 0.2072
H 4.86 3.31 0.69 0.2093
H 2.55 2.36 0.98 0.2433
C -1.90 -2.14 -0.72 -0.2434
C -0.62 -1.82 -1.03 -0.2142
C -0.27 -1.20 -2.32 0.4674
O 0.83 -0.64 -2.51 -0.4653
C -1.33 -1.27 -3.34 -0.2209
C -2.59 -1.64 -3.05 -0.2417
C -3.00 -1.92 -1.66 0.4711
O -4.19 -1.90 -1.31 -0.5375
H -2.16 -2.51 0.27 0.2351
H 0.18 -1.95 -0.31 0.2500
H -1.06 -0.95 -4.35 0.2242
H -3.38 -1.64 -3.80 0.2225
```

Its net charge is -1.



In Eh, the Kohn-Sham gap values for the records above are, in order, 0.3446, 0.1278.
In eV/A, the maximum force values for the records above are, in order, 0.6, 2.7.
In eV, the electronic energy values for the records above are, in order, -42498.74036, -40074.43125.